63
Properties=species:S:1:pos:R:3:lowdin_charge:R:1 method="wB97M-V/def2-TZVPD" gap_ev=5.92 de_lowest_ev=1.888 energy_ha=-3378.8194 lumo_energy_ha=0.07825 homo_energy_ev=-3.79 max_force_ev_per_a=7.0 total_charge=-1
C -0.005 2.063 -1.438 -0.244
C 0.296 0.669 -0.566 -0.696
I -1.458 -0.670 -0.295 0.856
C 1.665 0.352 0.008 -0.841
I 3.194 1.929 -0.386 0.726
P 2.031 -1.235 1.005 -0.052
P 3.327 0.009 2.305 0.033
S 3.558 -0.922 4.004 0.026
P 3.758 -1.786 -0.239 0.626
C 3.613 -3.721 -0.411 -0.369
O 3.586 -1.215 -1.882 -0.482
H -1.042 1.909 -1.988 0.063
H 0.025 3.032 -0.762 0.082
H 0.807 2.088 -2.310 0.060
H 2.299 -2.361 1.910 -0.077
H 0.852 -0.974 1.836 -0.051
H 1.230 -2.081 0.158 -0.097
H 4.638 0.098 1.689 -0.098
H 2.740 1.316 2.589 -0.057
H 4.411 -4.079 -1.193 0.033
H 2.551 -3.906 -0.909 0.023
H 3.699 -4.254 0.636 0.042
H 2.663 -1.445 -2.249 0.056
C 4.518 1.464 7.205 -0.732
O 3.450 1.872 6.777 0.013
N 5.187 0.444 6.636 0.140
N 5.122 1.996 8.283 0.129
H 6.068 0.094 6.974 0.090
H 4.767 0.015 5.822 -0.049
H 4.652 2.766 8.740 0.102
H 6.001 1.674 8.650 0.087
C -2.293 -5.100 -1.289 -0.762
O -3.292 -4.636 -1.815 0.013
N -1.973 -6.405 -1.360 0.156
N -1.423 -4.349 -0.589 0.158
H -1.155 -6.806 -0.933 0.101
H -2.601 -7.006 -1.878 0.110
H -1.627 -3.362 -0.511 -0.028
H -0.596 -4.714 -0.148 0.110
C -3.181 3.354 0.219 -0.690
O -2.595 3.888 -0.709 0.001
N -2.747 2.220 0.798 0.134
N -4.315 3.852 0.746 0.166
H -3.216 1.765 1.563 0.096
H -1.896 1.812 0.431 -0.024
H -4.676 4.704 0.339 0.072
H -4.812 3.426 1.510 0.100
C -0.332 -3.354 -4.374 -0.710
O 0.366 -2.523 -3.814 0.018
N -1.222 -4.118 -3.716 0.167
N -0.273 -3.579 -5.699 0.140
H -1.806 -4.807 -4.160 0.101
H -1.298 -3.981 -2.717 0.055
H 0.385 -3.024 -6.231 0.108
H -0.840 -4.258 -6.178 0.091
C -5.246 6.462 -2.016 -0.712
O -5.594 6.413 -0.847 0.010
N -5.916 7.166 -2.946 0.141
N -4.161 5.815 -2.479 0.171
H -5.644 7.218 -3.913 0.095
H -6.739 7.668 -2.639 0.107
H -3.629 5.272 -1.811 0.063
H -3.858 5.843 -3.438 0.101

=====

59
Properties=species:S:1:pos:R:3:lowdin_charge:R:1 method="wB97M-V/def2-TZVPD" gap_ev=4.91 de_lowest_ev=9.177 energy_ha=-1491.0865 lumo_energy_ha=0.08535 homo_energy_ev=-2.59 max_force_ev_per_a=7.7 total_charge=-1
O -1.075 0.922 1.727 -0.717
H -1.230 1.762 1.253 -0.250
C 7.670 -1.590 -4.952 -0.072
C 6.694 -0.990 -3.903 -0.444
C 5.203 -0.916 -4.302 -0.215
O 4.412 -0.161 -3.399 -0.171
C 3.076 0.048 -3.861 -0.102
N 6.922 -1.601 -2.582 0.053
H 7.209 -2.568 -5.089 0.071
H 8.714 -1.742 -4.679 0.071
H 7.613 -1.006 -5.870 0.070
H 6.995 0.058 -3.887 0.124
H 4.799 -1.928 -4.332 0.121
H 5.157 -0.489 -5.305 0.117
H 2.451 -0.843 -3.796 0.086
H 3.072 0.552 -4.827 0.081
H 2.517 0.719 -3.209 0.090
H 6.452 -2.481 -2.743 0.066
H 7.917 -1.755 -2.666 0.053
C -6.477 0.257 3.548 -0.804
O -7.580 0.139 4.070 0.000
N -5.795 1.352 3.554 0.152
N -5.755 -0.642 2.962 0.162
H -6.087 2.227 3.965 0.122
H -4.813 1.139 3.454 0.108
H -4.916 -0.244 2.565 0.110
H -5.875 -1.641 3.041 0.123
C 1.159 -5.077 0.102 -0.767
O 2.165 -4.589 0.609 0.031
N 1.041 -6.192 -0.508 0.150
N -0.019 -4.405 0.042 0.143
H 0.207 -6.278 -1.071 0.106
H 1.912 -6.600 -0.817 0.122
H 0.066 -3.517 0.515 0.120
H -0.750 -4.666 -0.604 0.095
C -0.066 -2.998 6.978 -0.812
O 1.036 -2.662 6.586 0.036
N -0.337 -3.877 7.891 0.156
N -1.130 -2.480 6.465 0.161
H -1.316 -4.043 8.079 0.100
H 0.328 -4.521 8.295 0.119
H -2.013 -2.915 6.691 0.103
H -1.021 -1.889 5.653 0.135
C -0.085 6.797 1.297 -0.816
O 0.793 6.017 0.898 0.024
N -1.105 6.408 1.921 0.164
N -0.178 8.079 1.087 0.147
H -1.682 7.043 2.453 0.118
H -0.952 5.425 2.096 0.141
H -0.859 8.650 1.568 0.105
H 0.523 8.471 0.475 0.115
C -5.490 2.157 -3.754 -0.789
O -5.428 1.101 -4.392 0.021
N -6.267 3.130 -4.041 0.130
N -5.001 2.539 -2.636 0.157
H -6.884 2.995 -4.830 0.123
H -6.311 3.927 -3.421 0.109
H -5.302 3.400 -2.202 0.113
H -4.297 1.990 -2.163 0.135

=====

52
Properties=species:S:1:pos:R:3:lowdin_charge:R:1 method="wB97M-V/def2-TZVPD" gap_ev=4.11 de_lowest_ev=12.152 energy_ha=-1039.7663 lumo_energy_ha=0.18366 homo_energy_ev=0.89 max_force_ev_per_a=10.1 total_charge=-2
C -10.230 -27.540 -0.564 -0.420
O -10.164 -28.443 -1.641 -0.411
H -11.249 -27.245 -0.313 -0.006
H -9.863 -27.893 0.399 0.035
H -9.749 -26.614 -0.879 0.029
C -13.529 -28.431 -0.697 -0.162
O -13.184 -28.421 -2.070 -0.164
H -12.947 -27.728 -0.101 0.008
H -14.540 -28.090 -0.472 0.050
H -13.534 -29.461 -0.340 0.070
C -15.539 -26.507 0.025 -0.199
O -16.343 -26.686 1.145 -0.058
H -15.734 -27.121 -0.854 0.022
H -15.732 -25.511 -0.375 0.097
H -14.488 -26.591 0.299 0.064
H -16.990 -25.990 1.278 0.082
C -11.499 -30.384 -0.009 -0.185
O -11.383 -30.747 -1.363 -0.112
H -10.619 -30.692 0.555 0.081
H -11.652 -29.307 0.062 0.050
H -12.353 -30.960 0.348 0.036
H -10.983 -31.617 -1.439 0.060
C -15.806 -28.468 -2.426 -0.211
O -14.913 -29.533 -2.610 -0.104
H -15.450 -27.728 -1.710 0.010
H -16.074 -27.925 -3.333 0.089
H -16.728 -28.831 -1.973 0.062
H -14.028 -29.303 -2.318 -0.115
C -14.105 -30.892 1.728 -0.203
O -15.291 -30.757 2.462 -0.118
H -13.229 -30.831 2.374 0.084
H -14.040 -31.839 1.193 0.098
H -13.899 -30.038 1.083 0.035
H -15.100 -30.097 3.133 0.084
C -12.460 -25.654 0.994 -0.186
O -12.941 -26.912 1.357 -0.115
H -12.978 -25.190 0.154 0.051
H -12.441 -24.869 1.750 0.073
H -11.408 -25.731 0.721 0.068
H -12.874 -27.406 0.536 -0.121
C -13.913 -25.467 -2.061 -0.159
O -14.333 -26.663 -2.712 -0.165
H -13.271 -25.638 -1.198 0.038
H -13.326 -24.845 -2.737 0.074
H -14.748 -24.927 -1.615 0.049
H -13.631 -27.255 -2.432 -0.083
C -16.522 -29.796 -0.010 -0.137
O -16.943 -28.478 -0.255 -0.198
H -15.558 -29.885 0.491 0.046
H -17.189 -30.333 0.664 0.073
H -16.549 -30.322 -0.965 0.078
H -16.144 -27.971 -0.417 -0.061

=====

64
Properties=species:S:1:pos:R:3:lowdin_charge:R:1 method="wB97M-V/def2-TZVPD" gap_ev=3.38 energy_ha=-2546.4117 lumo_energy_ha=-0.30541 homo_energy_ev=-11.69 max_force_ev_per_a=8.1 total_charge=+1
Hg -2.619 -0.561 -1.548 1.399
N -1.300 0.457 -0.142 -0.402
S -0.385 1.732 -0.094 0.497
O 0.961 1.574 0.369 -0.192
O -1.065 2.987 0.067 -0.224
F -0.146 1.695 -1.707 -0.229
S -1.308 0.169 1.526 0.576
O -1.605 1.297 2.370 -0.185
O -0.353 -0.795 1.984 -0.243
F -2.690 -0.645 1.515 -0.204
C 1.666 -1.946 -0.632 -0.098
O 1.378 -2.656 -1.843 -0.133
H 1.351 -0.902 -0.722 0.061
H 1.138 -2.360 0.226 0.066
H 2.735 -1.973 -0.426 0.100
H 2.082 -2.518 -2.502 0.052
C -3.424 -1.584 4.583 -0.163
O -2.608 -2.462 5.350 -0.113
H -2.875 -0.652 4.452 0.073
H -3.661 -2.073 3.631 0.061
H -4.359 -1.349 5.101 0.083
H -3.185 -3.197 5.584 0.076
C 0.485 3.624 -3.774 -0.143
O 0.468 2.729 -4.895 -0.127
H 1.467 3.519 -3.308 0.080
H 0.450 4.637 -4.169 0.087
H -0.358 3.458 -3.114 0.055
H 0.577 1.831 -4.575 0.032
O 1.456 -1.530 3.985 -0.050
H 1.987 -0.729 4.055 0.041
H 0.811 -1.339 3.290 -0.029
O -0.716 -1.087 -2.744 -0.114
H 0.019 -1.674 -2.421 0.037
H -0.589 -1.010 -3.701 0.090
O -2.245 -2.616 -0.503 -0.093
H -1.671 -3.361 -0.748 0.088
H -2.857 -2.973 0.162 0.091
C 2.934 0.254 -3.569 -0.078
C 3.831 -0.977 -3.498 -0.285
O 3.174 -2.136 -4.003 -0.080
H 1.927 0.098 -3.169 0.046
H 2.893 0.577 -4.612 0.084
H 3.293 1.090 -2.966 0.090
H 4.042 -1.209 -2.451 0.109
H 4.778 -0.714 -3.972 0.123
H 2.920 -1.958 -4.917 0.105
C -0.251 6.685 0.846 -0.093
C -1.672 6.603 0.284 -0.319
O -2.358 5.476 0.801 -0.081
H 0.373 5.825 0.596 0.062
H -0.279 6.747 1.936 0.076
H 0.248 7.613 0.555 0.073
H -1.688 6.647 -0.807 0.105
H -2.126 7.527 0.645 0.109
H -1.868 4.695 0.521 0.019
C -0.637 -4.122 2.121 -0.082
C 0.750 -4.627 2.549 -0.307
O 0.745 -4.763 3.958 -0.057
H -0.676 -3.958 1.034 0.037
H -0.734 -3.169 2.635 0.058
H -1.449 -4.820 2.321 0.080
H 1.514 -3.925 2.217 0.101
H 1.010 -5.589 2.096 0.113
H 0.295 -5.587 4.166 0.088

=====

66
Properties=species:S:1:pos:R:3:lowdin_spin:R:1 method="wB97M-V/def2-TZVPD" gap_ev="1.94 / 9.11" spin_multiplicity=2 de_lowest_ev=0.000 energy_ha=-1698.8461 lumo_energy_ha="0.08566 / 0.08197" homo_energy_ev="0.39 / -6.88" max_force_ev_per_a=6.2 total_charge=-1
C -0.344 2.039 4.159 0.129
O -1.312 2.782 4.846 0.032
H -0.150 2.310 3.121 0.042
H 0.611 2.129 4.676 0.027
H -0.566 0.987 4.335 0.005
H -1.114 3.708 4.688 0.032
C -2.919 3.542 2.189 0.068
O -2.238 3.416 0.895 0.085
H -3.672 4.317 2.044 0.008
H -3.422 2.606 2.433 0.005
H -2.188 4.003 2.854 0.027
H -1.551 4.083 0.832 0.051
C 0.171 -2.406 3.797 0.037
O -0.241 -1.225 3.145 0.022
H -0.370 -3.322 3.558 0.002
H 1.185 -2.656 3.487 0.006
H 0.092 -2.363 4.884 0.005
H 0.486 -0.600 3.178 0.026
C 0.378 4.149 -2.665 0.041
O 0.541 5.006 -3.530 0.003
N -0.765 3.837 -2.220 0.008
N 1.359 3.459 -2.149 0.015
H -0.791 3.165 -1.466 0.003
H -1.623 4.248 -2.559 0.006
H 2.313 3.549 -2.469 0.007
H 1.240 2.694 -1.500 0.016
C 4.018 -1.967 0.361 0.017
O 4.673 -2.440 1.249 0.008
N 3.593 -0.753 0.158 0.014
N 3.697 -2.698 -0.662 0.002
H 3.217 -0.511 -0.748 0.004
H 3.753 -0.028 0.843 0.035
H 3.239 -2.256 -1.446 0.000
H 4.082 -3.632 -0.691 0.001
C 0.902 -5.053 0.451 0.007
O 0.480 -4.723 -0.643 0.002
N 1.452 -4.287 1.308 0.004
N 0.900 -6.263 0.978 0.003
H 1.731 -3.343 1.080 0.002
H 1.783 -4.756 2.139 0.003
H 1.130 -6.415 1.949 0.002
H 0.602 -6.968 0.319 0.001
C -0.408 0.495 -0.103 0.026
O -0.320 1.285 -0.998 0.019
N 0.206 -0.666 -0.100 0.009
N -1.086 0.691 0.976 0.012
H 0.834 -0.832 -0.874 0.001
H 0.333 -1.197 0.749 0.004
H -1.561 1.581 1.025 0.005
H -1.145 0.073 1.773 0.003
C -4.190 0.564 -1.751 0.017
O -4.576 0.092 -0.642 0.003
N -4.496 0.104 -2.931 0.006
N -3.267 1.500 -1.848 0.008
H -5.002 -0.769 -2.991 0.001
H -4.504 0.757 -3.702 0.005
H -2.886 1.604 -2.778 0.006
H -2.819 1.889 -1.031 0.004
C 1.651 -0.695 -3.581 0.014
O 2.451 -1.041 -2.678 0.005
N 1.732 -1.241 -4.749 0.007
N 0.633 0.127 -3.517 0.008
H 2.369 -1.977 -5.019 0.001
H 1.189 -0.761 -5.453 0.005
H 0.365 0.585 -2.658 0.001
H 0.136 0.473 -4.326 0.010

=====

72
Properties=species:S:1:pos:R:3:lowdin_charge:R:1 method="wB97M-V/def2-TZVPD" gap_ev=8.47 de_lowest_ev=5.699 energy_ha=-2027.5129 lumo_energy_ha=-0.00380 homo_energy_ev=-8.58 max_force_ev_per_a=9.8 smiles="NC(N)=O.NC(N)=O.NC(N)=O.NC(N)=O.NC(N)=O.NC(N)=O.NC(N)=O.NC(N)=O.NC(N)=O"
N 3.991 44.892 5.317 0.159
C 3.924 44.006 4.428 -0.860
N 4.893 44.188 3.618 0.181
O 3.005 43.237 4.286 0.050
H 3.249 44.843 6.002 0.125
H 4.423 45.762 5.043 0.125
H 4.740 43.709 2.742 0.131
H 5.692 44.798 3.720 0.127
N 2.633 38.557 6.895 0.201
C 3.084 39.519 6.104 -0.788
N 2.367 39.695 5.048 0.209
O 4.048 40.150 6.364 0.042
H 1.896 37.962 6.543 0.054
H 3.166 38.174 7.662 0.068
H 1.596 39.066 4.874 0.084
H 2.791 40.336 4.393 0.117
N 5.792 40.429 4.034 0.181
C 6.841 41.214 4.128 -0.852
N 6.943 41.657 5.378 0.167
O 7.642 41.486 3.358 0.089
H 5.623 39.822 3.245 0.114
H 5.122 40.426 4.790 0.046
H 6.358 41.266 6.102 0.071
H 7.802 42.179 5.481 0.113
N 5.399 38.552 9.169 0.184
C 6.460 38.675 8.430 -0.822
N 7.424 39.443 8.918 0.163
O 6.691 38.096 7.414 0.043
H 5.341 38.959 10.091 0.122
H 4.729 37.829 8.950 0.046
H 8.263 39.537 8.363 0.117
H 7.234 40.158 9.605 0.084
N 2.261 36.211 4.143 0.160
C 1.283 36.374 3.207 -0.688
N 0.867 35.213 2.748 0.173
O 0.919 37.522 2.911 0.002
H 2.565 35.339 4.553 0.090
H 2.636 37.044 4.575 0.088
H 0.196 35.084 2.003 0.124
H 1.225 34.364 3.162 0.101
N -2.306 37.906 6.783 0.175
C -1.308 37.662 5.915 -0.763
N -1.700 37.708 4.704 0.183
O -0.147 37.479 6.098 0.034
H -2.062 37.858 7.761 0.116
H -3.243 38.140 6.487 0.108
H -0.945 37.629 4.037 0.088
H -2.548 38.189 4.442 0.121
N 5.228 42.149 8.211 0.169
C 6.207 42.982 8.464 -0.799
N 5.818 44.162 8.054 0.153
O 7.148 42.749 9.163 0.047
H 5.341 41.193 8.516 0.086
H 4.481 42.520 7.642 0.102
H 4.866 44.263 7.734 0.077
H 6.228 45.033 8.359 0.116
N 5.245 35.360 9.717 0.190
C 4.030 35.506 9.498 -0.857
N 3.358 34.499 9.911 0.193
O 3.573 36.382 8.851 0.058
H 5.659 34.665 10.321 0.127
H 5.886 35.822 9.088 0.127
H 3.947 33.763 10.274 0.114
H 2.509 34.337 9.389 0.054
N 0.852 34.793 6.516 0.209
C 1.186 33.848 7.315 -0.822
N 1.726 32.808 6.800 0.188
O 1.128 33.963 8.490 0.051
H 0.666 35.718 6.879 0.099
H 0.910 34.579 5.531 0.080
H 2.103 32.040 7.338 0.131
H 1.984 32.853 5.825 0.104